Below is a 11-piece molecular cluster, C44H66O33 overall in a non-equilibrium geometry, with properties calculated with ωB97M-V/def2-TZVPD.

Geometry as XYZ:
```
143
Properties=species:S:1:pos:R:3:forces:R:3:lowdin_charge:R:1
C 5.77110 -1.36648 -1.35210 -0.5 0.9 1.6 0.01
C 4.32158 -1.13163 -0.75459 1.8 -0.6 -3.4 -0.32
C 3.49363 -2.36761 -0.68073 -1.6 0.0 -1.0 -0.13
O 3.09456 -2.41271 0.65525 0.4 -0.5 2.5 0.06
C 3.79460 -1.47329 1.39394 -1.4 -1.7 2.2 -0.51
O 3.81139 -1.37990 2.61316 -0.3 -0.2 -2.8 0.14
O 4.39674 -0.69750 0.54619 1.7 2.4 0.9 0.12
H 6.27167 -2.18464 -0.83427 -0.2 -0.3 -0.1 0.09
H 6.30243 -0.47776 -1.01153 0.3 0.1 -0.3 0.08
H 5.90169 -1.45903 -2.43029 -0.6 0.0 0.1 0.08
H 3.80701 -0.41176 -1.39108 0.1 0.4 0.3 0.15
H 3.97745 -3.27256 -1.04827 0.1 -0.1 0.4 0.14
H 2.56468 -2.17989 -1.21916 0.1 -0.5 -0.4 0.11
C -1.72787 6.30050 1.15857 0.1 -0.6 -0.7 0.01
C -1.01693 5.04116 0.53415 0.1 2.2 3.9 -0.35
C -1.82563 3.78565 0.64181 0.0 0.5 1.3 -0.10
O -2.14276 3.50365 -0.70228 0.0 -0.9 -0.8 0.09
C -1.32056 4.21095 -1.47928 1.1 0.5 -4.4 -0.50
O -1.12282 4.04830 -2.70877 -0.9 0.1 4.0 0.08
O -0.72198 5.20181 -0.79197 0.0 -0.7 -2.2 0.11
H -1.47435 6.44097 2.20933 0.1 -0.3 0.0 0.08
H -2.80734 6.17360 1.07642 -0.1 0.2 0.0 0.07
H -1.44084 7.21891 0.64649 0.1 -0.1 -0.1 0.08
H -0.11414 4.91238 1.13122 0.2 0.1 -0.5 0.12
H -2.71072 3.98248 1.24676 -0.1 -0.5 -0.3 0.12
H -1.18803 3.05333 1.13706 -0.4 -0.6 -0.3 0.12
C -6.56754 -0.53980 -1.33958 0.4 -1.3 -0.3 0.00
C -6.05380 -1.90323 -0.79400 -1.1 1.7 -0.8 -0.31
C -4.63312 -1.88917 -0.34574 0.8 0.9 0.5 -0.13
O -4.69776 -2.27628 1.01884 -0.3 -1.1 0.8 0.06
C -6.00535 -2.51929 1.37959 1.2 -1.1 1.9 -0.53
O -6.37295 -3.00351 2.43136 0.8 1.2 -1.8 0.14
O -6.77157 -2.16391 0.38091 -2.1 -0.4 -0.1 0.10
H -6.26282 0.28381 -0.69389 0.2 -0.1 -0.1 0.09
H -7.65291 -0.50376 -1.43329 0.0 -0.3 0.0 0.08
H -6.14767 -0.48194 -2.34380 0.0 0.6 0.0 0.07
H -6.16617 -2.71411 -1.51367 -0.6 0.0 0.0 0.16
H -4.21079 -0.88505 -0.30733 0.2 0.0 -0.5 0.11
H -4.04664 -2.55666 -0.97709 0.4 0.0 0.5 0.14
C -2.67980 0.02050 -2.83642 -0.1 -1.0 -1.3 0.02
C -2.17311 0.42158 -4.25454 -1.8 1.7 2.9 -0.30
C -0.73024 0.81707 -4.24757 0.4 -0.5 -0.4 -0.11
O -0.24425 -0.03659 -5.24403 1.5 -1.6 -2.7 0.05
C -1.21211 -0.78910 -5.86151 1.0 -2.8 -1.1 -0.50
O -1.09159 -1.65852 -6.73890 0.3 3.2 2.5 0.11
O -2.34295 -0.59478 -5.21004 -1.0 0.3 0.1 0.12
H -3.73518 -0.24806 -2.88261 -0.2 0.5 0.0 0.07
H -2.48777 0.79333 -2.09213 -0.1 0.0 -0.2 0.08
H -2.23982 -0.93291 -2.54395 0.5 0.1 0.2 0.08
H -2.72470 1.32666 -4.50887 -0.4 -0.3 -0.5 0.16
H -0.20168 0.55689 -3.33050 -0.1 0.3 0.1 0.12
H -0.53914 1.84008 -4.57164 -0.1 0.1 0.4 0.13
C 2.09598 -6.40641 -0.48317 0.1 0.7 0.6 -0.01
C 1.11609 -5.60222 0.33644 -1.3 -0.2 0.9 -0.29
C -0.36382 -6.02154 0.26263 -0.6 1.4 -0.9 -0.07
O -0.85397 -5.76721 1.57349 -0.9 -1.0 0.6 0.09
C 0.13786 -5.75175 2.43887 1.5 1.9 2.6 -0.55
O 0.09497 -5.57480 3.65463 -0.5 -0.9 -2.6 0.11
O 1.31481 -5.69656 1.77990 0.8 -0.9 -0.3 0.07
H 1.96838 -7.48531 -0.39489 0.0 0.1 0.1 0.09
H 3.07252 -6.08755 -0.11871 0.3 -0.4 -0.2 0.09
H 2.00499 -6.09315 -1.52321 0.0 -0.1 -0.1 0.08
H 1.20536 -4.52803 0.17449 0.0 0.0 -0.6 0.13
H -0.60767 -7.02200 -0.09474 0.4 -0.3 0.4 0.14
H -0.97198 -5.32173 -0.31050 0.4 -0.1 -0.6 0.12
C 0.47465 -3.72684 -3.76445 -1.5 0.4 0.2 -0.02
C 0.59876 -4.12233 -5.24738 2.5 0.9 1.4 -0.31
C 1.90773 -4.91350 -5.47820 -0.9 -0.4 0.6 -0.08
O 1.40493 -6.12538 -6.01745 0.9 -1.0 -0.5 0.06
C 0.05876 -6.14065 -6.10286 0.6 -0.3 -1.0 -0.56
O -0.56677 -6.97667 -6.68329 0.1 0.4 0.8 0.17
O -0.39556 -5.04220 -5.51646 -2.2 0.0 -0.3 0.11
H -0.46933 -3.19901 -3.62875 0.1 0.6 -0.2 0.07
H 1.24282 -3.16071 -3.23768 0.3 0.2 -0.7 0.08
H 0.25083 -4.55574 -3.09293 0.4 -0.7 -0.4 0.08
H 0.60438 -3.28976 -5.95086 -0.7 0.2 0.2 0.14
H 2.31491 -5.10812 -4.48602 0.6 -0.2 -0.2 0.12
H 2.63962 -4.49402 -6.16846 -0.2 0.1 0.1 0.13
C 4.41631 5.69207 -4.19168 -0.9 -0.6 0.2 0.00
C 3.11104 5.06897 -3.66170 0.6 0.8 -1.7 -0.35
C 2.88273 3.59236 -3.93465 -0.1 1.2 -1.6 -0.11
O 2.54604 3.11016 -2.68860 -0.8 -2.3 1.7 0.07
C 2.64942 4.02231 -1.72574 0.1 1.0 2.3 -0.50
O 2.38354 3.91389 -0.53047 0.6 -0.2 -3.1 0.12
O 3.15838 5.13679 -2.28775 -0.1 0.2 2.7 0.09
H 4.45631 5.65264 -5.28023 -0.1 0.4 0.0 0.09
H 5.25859 5.10206 -3.83037 0.0 0.0 0.2 0.09
H 4.45390 6.69338 -3.76264 0.3 0.1 -0.5 0.09
H 2.21403 5.61524 -3.95334 0.2 0.3 -0.4 0.16
H 3.76943 3.14048 -4.37927 -0.1 -0.5 0.3 0.14
H 2.01523 3.50900 -4.58932 0.2 -0.4 -0.1 0.14
C 0.34718 -1.22743 3.96133 0.1 -0.3 1.8 0.00
C 0.90474 -1.68019 5.39032 -2.4 0.9 -2.5 -0.29
C 1.71433 -2.94229 5.24165 0.6 0.4 0.9 -0.07
O 2.95793 -2.53820 5.84255 0.6 0.1 0.1 0.07
C 2.99120 -1.20174 6.01566 2.0 -0.2 0.2 -0.58
O 3.97136 -0.57235 6.32845 -1.0 -0.5 -0.2 0.13
O 1.80330 -0.68222 5.76135 0.4 1.2 0.4 0.07
H -0.44515 -1.91405 3.66327 0.1 0.0 -0.3 0.09
H 1.19266 -1.19956 3.27395 0.0 -0.3 -0.1 0.06
H -0.04805 -0.21346 4.02262 -0.2 0.0 0.1 0.08
H 0.11529 -1.66434 6.14174 -0.1 -0.4 -0.1 0.16
H 1.88282 -3.09325 4.17538 0.0 -0.8 0.2 0.13
H 1.37221 -3.77831 5.85166 -0.2 -0.1 -0.7 0.14
C -4.42733 4.81376 3.90697 -0.4 1.3 1.0 -0.02
C -4.36166 3.36768 4.25504 -0.2 0.5 0.1 -0.33
C -5.60955 2.55184 4.23844 -2.3 0.4 0.6 -0.12
O -5.25861 1.30039 3.68753 1.4 0.8 -0.5 0.09
C -4.18007 1.61453 2.88786 -0.4 -2.6 -0.7 -0.53
O -3.79169 0.86830 2.03216 0.0 0.6 0.3 0.16
O -3.65023 2.78699 3.18688 0.9 -0.6 -0.4 0.09
H -4.90870 5.36414 4.71534 0.0 0.1 0.2 0.09
H -4.99255 5.10027 3.02010 0.1 -0.6 -0.2 0.10
H -3.41518 5.21078 3.82938 0.0 0.0 -0.1 0.09
H -3.88373 3.19504 5.21934 0.6 0.1 -0.1 0.17
H -6.37766 2.98440 3.59734 0.0 0.2 -0.2 0.14
H -6.07917 2.43359 5.21494 0.3 -0.2 0.0 0.14
C 0.97145 1.00498 -0.43251 -0.2 0.3 1.4 0.03
C 0.30385 -0.10965 0.37483 0.8 2.7 0.5 -0.34
C -1.19531 -0.02553 0.56558 0.2 1.3 1.3 -0.10
O -1.66725 -1.27971 0.14623 0.6 -0.7 -0.9 0.08
C -0.61941 -1.92540 -0.46587 -1.7 -0.8 0.5 -0.54
O -0.69994 -2.98254 -1.01402 -0.2 0.0 -0.1 0.14
O 0.48530 -1.24467 -0.32619 1.3 -2.7 -1.7 0.10
H 0.70365 1.91101 0.11108 0.0 0.5 -0.6 0.07
H 0.68175 1.00595 -1.48331 -0.3 0.1 0.2 0.08
H 2.06017 0.98268 -0.38464 0.0 -0.3 0.0 0.08
H 0.73999 -0.24277 1.36485 0.4 0.2 0.0 0.13
H -1.65291 0.82746 0.06448 -0.2 -0.3 -0.4 0.12
H -1.34289 0.11766 1.63601 -0.6 -0.2 -0.1 0.12
C 4.50796 3.20638 4.38618 0.9 -0.6 0.9 -0.01
C 3.45365 3.00155 3.30937 2.5 -0.6 1.4 -0.33
C 2.57907 1.75301 3.39110 1.7 0.4 -1.0 -0.05
O 1.34645 2.32160 2.98723 -1.8 -1.5 -0.6 0.07
C 1.32726 3.61098 3.22742 -2.5 2.5 0.5 -0.53
O 0.32035 4.34222 3.21825 2.6 -2.1 -0.2 0.09
O 2.54980 3.99868 3.54271 -1.8 2.9 0.1 0.11
H 4.92517 4.21236 4.43131 -0.2 0.1 -0.6 0.09
H 5.36602 2.53561 4.34252 -0.1 -0.2 -0.5 0.09
H 4.13707 3.05225 5.39948 -0.6 -0.2 -0.1 0.09
H 3.91600 3.17776 2.33814 -0.2 -0.4 -0.3 0.16
H 2.51040 1.29310 4.37692 0.0 0.0 -0.1 0.14
H 2.97133 1.11235 2.60130 -0.6 -0.6 0.4 0.12
```
Forces are in eV/Å.

Results
ΔE to the lowest compared entry with this formula, charge and spin, kcal/mol: 98.1
Frontier orbital gap, eV: 10.39
Total energy, eV: -114266.3537